1.
Computed, not measured: C22H58CrFN4O7 as an isolated structure in a non-equilibrium geometry, with wB97M-V/def2-TZVPD.

The geometry in ORCA input format:
```
! RIJCOSX wB97M-V def2-TZVPD def2/J DEFGRID3
* xyz 2 6
Cr -1.297 1.473 0.690
F 0.334 0.281 0.087
C 4.704 -0.447 1.842
C 4.297 -0.195 0.389
C 3.867 -1.477 -0.344
O 4.959 -2.379 -0.338
C 4.575 -3.585 -0.969
N 3.283 0.817 0.378
H 5.704 -0.879 1.874
H 4.099 -1.187 2.366
H 4.608 0.468 2.425
H 5.112 0.223 -0.200
H 3.611 -1.173 -1.359
H 2.992 -1.946 0.108
H 5.403 -4.293 -1.020
H 4.101 -3.523 -1.949
H 3.833 -4.113 -0.370
H 3.236 1.227 -0.544
H 2.341 0.455 0.420
C 1.909 -0.806 -3.591
C 1.885 0.725 -3.688
C 0.656 1.308 -4.512
O 0.593 0.768 -5.823
C -0.222 1.500 -6.744
N 1.858 1.324 -2.357
H 2.872 -1.222 -3.294
H 1.542 -1.235 -4.523
H 1.210 -1.149 -2.828
H 2.726 1.004 -4.323
H 0.852 2.380 -4.500
H -0.312 1.140 -4.041
H -0.416 0.852 -7.599
H 0.166 2.493 -6.972
H -1.193 1.618 -6.263
H 1.491 2.262 -2.284
H 1.335 0.749 -1.712
C -4.431 2.020 1.779
O -3.040 2.336 1.821
C -2.684 3.158 2.983
C -1.201 3.484 2.872
N -0.503 2.230 2.595
C 0.962 2.453 2.501
C 1.722 1.384 3.260
O 1.108 1.152 4.552
C 1.684 0.128 5.334
H -5.086 2.891 1.742
H -4.758 1.522 2.692
H -4.633 1.382 0.919
H -2.955 2.618 3.891
H -3.233 4.099 3.021
H -0.882 3.957 3.800
H -1.206 4.115 1.983
H -0.561 1.527 3.318
H 1.266 3.376 2.996
H 1.375 2.470 1.493
H 2.789 1.566 3.391
H 1.682 0.390 2.815
H 2.726 0.188 5.649
H 1.479 -0.808 4.814
H 0.987 0.063 6.169
C -5.438 -0.792 -3.334
O -4.610 0.242 -2.799
C -3.210 0.234 -3.124
C -2.440 0.869 -1.990
N -2.924 0.526 -0.659
C -2.795 -0.894 -0.374
C -2.819 -1.214 1.101
O -1.964 -0.297 1.790
C -1.959 -0.511 3.203
H -5.072 -1.766 -3.010
H -5.512 -0.706 -4.418
H -6.456 -0.651 -2.971
H -3.084 0.755 -4.073
H -2.854 -0.793 -3.198
H -2.635 1.932 -2.131
H -1.374 0.642 -2.025
H -3.911 0.543 -0.871
H -1.893 -1.346 -0.786
H -3.643 -1.412 -0.823
H -2.468 -2.236 1.242
H -3.847 -1.125 1.454
H -2.827 -0.076 3.697
H -1.073 -0.052 3.644
H -1.854 -1.556 3.496
C 1.252 -4.425 1.435
C 0.489 -3.093 1.610
O 0.373 -2.477 0.264
H 2.224 -4.193 1.000
H 0.749 -5.134 0.778
H 1.379 -4.921 2.397
H 1.080 -2.437 2.250
H -0.478 -3.273 2.079
H 0.272 -1.524 0.324
*
```

The value obtained for the highest occupied orbital energy (alpha / beta) is -14.3 / -14.2 eV. The calculation puts the total energy at -2762.37418 Ha.

=====

2.
Computed, not measured: one molecule with the formula C4H5Cl2P in a non-equilibrium geometry, with wB97M-V/def2-TZVPD.

The geometry in ORCA input format:
```
! RIJCOSX wB97M-V def2-TZVPD def2/J DEFGRID3
* xyz 0 3
C -1.452 -0.378 -0.308
C 0.895 0.151 -0.410
C 0.892 -0.793 0.824
C -0.513 0.675 -0.585
P -0.689 -1.763 0.851
Cl -3.053 -0.031 -0.563
Cl -0.872 1.832 0.791
H 1.514 1.008 -0.195
H 1.202 -0.466 -1.307
H 1.849 -1.300 0.850
H 0.959 -0.122 1.655
H -0.731 1.188 -1.602
*
```

The value obtained for the highest occupied orbital energy (alpha / beta) is -7.2 / -10.1 eV. The energy above the lowest of the compared OMol25 structures with the same formula, charge and spin is 0.0 kcal per mole. The calculation puts the total energy at -1417.03980 Ha.